Formula: C5H12NO2
Source: the Open Molecules 2025 dataset
Level of theory: ωB97M-V with the def2-TZVPD basis set

Summary:
**Kohn-Sham gap**: 9.37 eV
**Energy above the lowest of the compared OMol25 structures with the same formula, charge and spin**: 89.2 kcal per mole
**Total charge**: +1

Bonds (Å) are listed after each position.
CARTESIAN COORDINATES (ANGSTROEM)
1 O -2.17 0.78 0.56  C2 1.191
2 C -1.46 -0.06 0.10  O1 1.191, C3 1.484, H8 1.164
3 C -0.34 -0.60 0.92  C2 1.484, C4 1.571, N7 1.583, H9 1.187
4 C 1.06 0.03 0.60  C3 1.571, C5 1.447, H10 1.159, H11 1.150
5 C 0.81 1.43 0.33  C4 1.447, C6 1.372, H12 1.100
6 C 1.63 2.26 1.05  C5 1.372, H13 1.140, H14 1.029
7 N -0.44 -2.14 0.60  C3 1.583, H15 1.025, H16 1.000, H17 1.142
8 H -1.49 -0.59 -0.94  C2 1.164
9 H -0.60 -0.62 2.07  C3 1.187
10 H 1.58 -0.53 -0.27  C4 1.159
11 H 1.77 -0.15 1.49  C4 1.150
12 H 0.15 1.67 -0.52  C5 1.100
13 H 2.39 1.67 1.66  C6 1.140
14 H 1.58 3.28 1.15  C6 1.029
15 H -1.36 -2.56 0.77  N7 1.025
16 H 0.31 -2.58 1.10  N7 1.000
17 H -0.06 -2.44 -0.44  N7 1.142
18 H -1.08 1.15 -3.43  O20 0.941
19 H -1.15 -0.29 -3.72  O20 0.850
20 O -1.14 0.28 -3.09  H18 0.941, H19 0.850